(1)
{"formula": "C5H8I2O4S", "method": "ωB97M-V with the def2-TZVPD basis set", "species": ["C", "C", "C", "I", "C", "O", "S", "O", "O", "O", "C", "I", "H", "H", "H", "H", "H", "H", "H", "H"], "positions_angstrom": [[-2.096, -1.689, 1.608], [-1.778, -0.182, 0.995], [-0.728, -0.395, -0.259], [-1.556, 0.176, -2.220], [0.661, 0.453, -0.058], [0.610, 1.923, -0.093], [1.886, 2.270, -1.210], [3.030, 2.969, -0.399], [1.252, 3.037, -2.406], [2.475, 0.776, -1.781], [1.775, -0.270, -1.019], [2.964, -1.462, 0.379], [-1.099, -2.082, 2.087], [-2.357, -2.385, 0.694], [-2.993, -1.705, 2.363], [-1.253, 0.495, 1.810], [-2.744, 0.371, 0.633], [-0.466, -1.535, -0.307], [0.995, 0.239, 1.046], [1.426, -1.002, -1.862]], "forces_ev_per_angstrom": [[0.2, 0.5, -0.8], [0.2, -0.3, 0.0], [0.3, 0.6, 1.3], [0.3, -0.4, 0.9], [-0.8, -2.8, 2.2], [2.5, -2.4, -3.3], [1.8, 6.3, -1.3], [-4.8, -3.3, -3.3], [2.6, -3.5, 4.9], [-2.1, 0.9, 2.6], [-0.6, 0.5, -1.0], [0.1, 0.3, -0.8], [-2.1, 0.6, -0.7], [0.4, 1.3, 1.9], [1.9, 0.1, -1.4], [-1.1, -1.4, -1.7], [1.9, -1.2, 0.7], [-0.3, 2.3, -0.1], [-0.7, 0.3, -2.1], [0.2, 1.4, 2.0]], "smiles": "CC[C@@H](I)[C@@H]1OS(=O)(=O)O[C@H]1I", "gap_ha": 0.349, "e_tot_ev": -40536.4827, "homo_energy_ev": -9.971}

(2)
{"formula": "C5H10N2O", "method": "ωB97M-V with the def2-TZVPD basis set", "species": ["C", "C", "C", "C", "N", "C", "N", "O", "H", "H", "H", "H", "H", "H", "H", "H", "H", "H"], "positions_angstrom": [[-0.118, 0.397, -0.070], [0.095, 0.811, -1.505], [0.376, 1.381, 0.967], [-0.135, -0.971, 0.243], [1.765, -1.061, 0.065], [-0.816, -2.056, 0.526], [-2.190, 0.503, 0.161], [-2.628, 1.323, -0.571], [2.073, -1.009, 1.037], [1.865, -2.025, -0.256], [-0.513, 1.699, -1.716], [1.141, 1.076, -1.675], [-0.193, 0.030, -2.210], [0.233, 1.009, 1.983], [1.437, 1.591, 0.813], [-0.166, 2.327, 0.863], [-0.327, -2.997, 0.748], [-1.900, -2.027, 0.599]], "forces_ev_per_angstrom": [[-3.7, 1.8, -0.3], [-0.2, 0.0, 0.3], [-0.2, -0.2, -0.1], [5.2, -1.5, -0.1], [-3.1, -0.6, 0.3], [-0.2, 0.3, 0.1], [1.2, 1.7, -1.6], [0.6, -1.3, 1.2], [-0.1, -0.3, -0.1], [0.2, 0.1, 0.3], [-0.1, 0.0, 0.1], [-0.1, -0.1, 0.1], [0.1, 0.0, 0.1], [0.0, 0.0, -0.1], [0.0, -0.1, 0.0], [0.1, -0.1, 0.0], [0.0, 0.1, -0.1], [0.1, 0.1, 0.0]], "gap_ha": [0.281, 0.281], "e_tot_ev": -10369.0694, "homo_energy_ev": [-7.438, -7.432]}

(3)
{"formula": "C19H56O17", "method": "ωB97M-V with the def2-TZVPD basis set", "species": ["C", "O", "H", "H", "H", "H", "C", "O", "H", "H", "H", "H", "C", "O", "H", "H", "H", "H", "C", "O", "H", "H", "H", "H", "C", "O", "H", "H", "H", "H", "C", "O", "H", "H", "H", "H", "C", "O", "H", "H", "H", "H", "C", "O", "H", "H", "H", "H", "C", "O", "H", "H", "H", "H", "C", "O", "H", "H", "H", "H", "C", "O", "H", "H", "H", "H", "C", "C", "C", "O", "C", "O", "O", "H", "H", "H", "H", "H", "H", "C", "C", "C", "O", "C", "O", "O", "H", "H", "H", "H", "H", "H"], "positions_angstrom": [[-4.420, 2.885, -0.100], [-3.526, 1.948, -0.660], [-5.307, 2.352, 0.249], [-4.054, 3.399, 0.796], [-4.742, 3.583, -0.877], [-2.734, 2.457, -0.970], [-0.490, -2.677, 4.536], [0.617, -3.087, 5.331], [-0.282, -1.757, 3.986], [-0.763, -3.451, 3.818], [-1.385, -2.517, 5.140], [0.987, -3.886, 4.959], [2.593, -3.230, 1.403], [3.287, -3.995, 0.426], [3.273, -2.731, 2.089], [1.966, -2.490, 0.889], [1.912, -3.828, 2.020], [2.609, -4.462, -0.072], [-2.607, 0.519, 3.462], [-3.697, 0.909, 2.621], [-3.041, -0.109, 4.247], [-1.900, -0.088, 2.900], [-2.089, 1.380, 3.891], [-4.033, 1.758, 2.916], [-1.066, 4.667, -1.965], [-1.383, 3.331, -1.554], [-1.945, 5.295, -2.103], [-0.428, 5.131, -1.208], [-0.550, 4.628, -2.926], [-0.565, 2.844, -1.762], [-3.388, -1.418, -1.492], [-3.798, -0.765, -0.304], [-4.244, -1.786, -2.054], [-2.828, -0.685, -2.087], [-2.631, -2.162, -1.226], [-3.563, 0.185, -0.341], [-1.993, -3.807, 1.378], [-2.241, -2.486, 1.758], [-2.447, -4.565, 2.016], [-2.340, -3.992, 0.352], [-0.914, -4.034, 1.350], [-1.612, -1.897, 1.301], [1.317, 2.205, -3.459], [1.186, 2.230, -2.027], [0.461, 2.725, -3.880], [2.285, 2.623, -3.732], [1.275, 1.174, -3.823], [1.948, 1.732, -1.703], [-0.278, -2.385, -4.056], [-1.123, -1.453, -4.711], [0.698, -1.962, -3.795], [-0.741, -2.629, -3.099], [-0.136, -3.286, -4.655], [-1.025, -1.550, -5.660], [2.975, 0.297, 1.852], [1.755, 0.240, 2.545], [3.439, 1.284, 1.872], [3.720, -0.441, 2.166], [2.878, 0.019, 0.798], [1.843, 0.007, 3.472], [-0.199, -0.548, -0.409], [-0.287, -0.755, 0.993], [0.717, -0.052, -0.721], [-0.215, -1.484, -0.977], [-1.050, 0.054, -0.728], [0.561, -0.481, 1.390], [-0.418, 2.820, 1.471], [-1.005, 4.206, 1.633], [-1.895, 4.369, 2.883], [-1.528, 5.650, 3.351], [-0.379, 6.049, 2.831], [0.233, 7.012, 3.165], [0.029, 5.168, 1.878], [-1.247, 2.121, 1.348], [0.253, 2.626, 2.309], [0.229, 2.722, 0.597], [-1.548, 4.508, 0.735], [-1.696, 3.609, 3.643], [-2.953, 4.291, 2.641], [3.905, -3.833, -4.039], [4.166, -3.135, -2.708], [5.427, -2.259, -2.629], [4.956, -1.063, -2.003], [3.614, -1.016, -2.066], [2.949, -0.094, -1.690], [3.123, -2.168, -2.526], [3.966, -3.135, -4.876], [2.855, -4.126, -4.007], [4.603, -4.652, -4.193], [4.136, -3.871, -1.902], [5.792, -2.026, -3.630], [6.193, -2.707, -2.003]], "forces_ev_per_angstrom": [[-0.7, -0.5, -0.1], [0.8, 0.7, 0.1], [0.0, -0.1, -0.2], [0.4, 0.2, -0.2], [0.0, 0.3, 0.2], [-0.6, -0.5, 0.1], [-0.4, -0.3, -0.3], [0.0, 0.3, 0.2], [0.1, 0.0, 0.0], [0.0, 0.1, -0.1], [0.2, 0.1, 0.2], [0.0, -0.1, 0.0], [-0.9, 0.3, -0.1], [0.1, -0.1, 0.2], [0.3, -0.1, -0.3], [0.1, 0.1, 0.3], [0.2, -0.2, -0.1], [0.1, -0.1, 0.0], [-0.8, -0.3, 0.1], [0.5, 0.2, -0.3], [0.4, 0.1, 0.2], [-0.1, 0.1, -0.2], [0.0, 0.0, 0.1], [0.0, 0.0, 0.1], [0.2, -0.1, 0.1], [0.3, 0.5, -0.6], [-0.3, -0.3, 0.2], [0.1, 0.1, -0.2], [0.1, 0.2, 0.1], [-0.2, -0.4, 0.5], [0.8, 1.5, 0.6], [-0.1, 0.0, 0.1], [0.1, -0.3, 0.0], [-0.3, -0.2, -0.5], [-0.4, -0.5, -0.2], [-0.3, -0.4, -0.1], [0.7, -0.1, -1.0], [-0.1, -0.3, 0.5], [-0.3, 0.4, 0.3], [-0.2, -0.1, 0.1], [0.0, 0.0, 0.2], [-0.2, -0.2, 0.3], [0.1, -0.6, 0.6], [0.1, 0.1, -0.6], [0.2, 0.3, -0.1], [-0.2, 0.3, -0.3], [0.0, 0.0, 0.0], [-0.2, -0.1, 0.3], [0.1, 0.2, 0.3], [0.0, 0.1, 0.0], [0.0, 0.1, -0.3], [-0.2, -0.2, -0.1], [0.0, -0.1, 0.1], [0.0, 0.0, 0.0], [1.4, -0.3, -0.5], [-0.5, -0.1, -0.3], [-0.1, 0.1, 0.2], [-0.1, 0.1, 0.6], [-0.7, 0.3, 0.0], [0.3, 0.0, 0.0], [-0.1, 0.1, -0.5], [0.7, 0.0, -0.4], [0.0, 0.2, 0.2], [-0.2, -0.2, 0.2], [0.0, 0.0, 0.0], [-0.6, -0.1, 0.3], [0.2, 0.4, -0.2], [-0.1, -0.4, 0.1], [0.3, -0.7, -0.7], [-1.3, 0.2, 0.9], [1.1, -0.3, -0.6], [-0.1, 0.1, 0.0], [0.0, 0.4, 0.1], [0.2, -0.3, 0.3], [-0.4, -0.4, 0.3], [-0.2, 0.3, -0.2], [0.0, 0.0, 0.0], [0.3, 0.1, 0.1], [0.0, 0.5, 0.0], [-0.2, 0.7, 0.3], [0.3, -0.2, -0.8], [-0.4, -0.4, 0.0], [0.0, 0.3, -0.1], [0.2, -0.2, 0.6], [0.1, 0.1, -0.3], [-0.4, 0.0, 0.1], [0.3, 0.1, 0.1], [0.2, -0.6, -0.1], [-0.2, -0.2, 0.0], [-0.1, 0.3, 0.2], [0.2, 0.1, 0.1], [0.1, 0.1, -0.1]], "gap_ha": 0.326, "e_tot_ev": -55414.6849, "homo_energy_ev": -8.788}